{
  "formula": "C14H18N2O",
  "method": "ωB97M-V/def2-TZVPD",
  "lumo_ev": 0.832,
  "gap_ev": 8.818,
  "e_homo_ev": -7.986,
  "smiles": "CCCCC/C(=N\\O)c1c[nH]c2ccccc12",
  "total_charge": 0,
  "symbols": ["H", "H", "H", "H", "C", "H", "C", "C", "H", "C", "N", "H", "C", "H", "C", "C", "H", "H", "H", "C", "C", "H", "H", "H", "H", "O", "C", "H", "C", "C", "C", "C", "H", "N", "H"],
  "xyz": [[-2.700, -1.956, 5.080], [0.576, 0.582, -3.607], [-0.783, -3.133, 1.438], [-0.498, 4.045, -4.556], [-0.942, -2.409, 2.223], [-1.014, 0.743, -2.860], [-2.011, -1.723, 4.282], [0.689, -0.606, 1.308], [1.098, 2.939, -3.006], [0.618, 0.706, -1.459], [0.309, 0.833, 2.983], [-1.573, 2.649, -4.463], [1.002, 0.619, 1.823], [1.080, -1.323, -2.043], [-1.809, -2.658, 3.262], [-0.470, -0.257, 3.244], [0.016, 2.488, -5.210], [1.658, 1.039, -1.415], [0.067, 1.214, -0.664], [0.022, 1.087, -2.812], [1.182, -1.228, 0.071], [-1.504, 0.207, 5.078], [-2.349, -3.592, 3.298], [0.381, 1.653, 3.560], [-0.482, -1.130, -1.228], [2.518, -2.772, -0.940], [0.062, 2.594, -3.053], [1.687, 1.355, 1.450], [-1.349, -0.514, 4.290], [-0.257, -1.195, 2.206], [0.563, -0.805, -1.233], [-0.535, 2.968, -4.404], [-0.491, 3.101, -2.259], [2.062, -2.127, 0.218], [3.177, -3.393, -0.605]]
}